Molecular formula: C5H9NO
Method: DFT, ωB97M-V/def2-TZVPD

Properties
Relative energy (zero: lowest compared OMol25 entry of this formula, charge and spin)   81.69 kcal/mol
SMILES   C/N=C(\C)O.C#C
DFT total energy   -325.8074 hartree
Lowest unoccupied orbital energy   0.79 eV
HOMO-LUMO gap   10.1 eV

Last column: natural (NBO) charge in e.
Positions of all 16 atoms, in Å:
C 0.2535 1.8328 0.4446  -0.431
N 0.8833 0.7102 1.0353  -0.484
C 1.1210 -0.3747 0.4313  0.559
C 1.1636 -0.6469 -1.0544  -0.725
O 1.5568 -1.3985 1.2104  -0.665
H 0.4667 1.9823 -0.6195  0.166
H 0.5493 2.7200 1.0033  0.206
H -0.8739 1.6321 0.5100  0.211
H 0.9704 0.2525 -1.6345  0.234
H 2.1470 -1.0486 -1.3386  0.226
H 0.4033 -1.3788 -1.3087  0.235
H 1.8149 -2.1493 0.6607  0.475
C -2.1641 -0.4103 0.5486  -0.253
C -3.0767 -0.5445 -0.2140  -0.237
H -1.3570 -0.5235 1.2362  0.250
H -3.8581 -0.6548 -0.9108  0.232